DFT (ωB97M-V/def2-TZVPD) results for a cluster of 2 separate species, C22H49NO4P in total at a distorted geometry.

Values from the calculation:
relative energy (zero: lowest compared OMol25 entry of this formula, charge and spin) = 54.7 kcal per mole
gap between HOMO and LUMO = 0.3470 Eh
HOMO = -11.57 eV

```
! wB97M-V def2-TZVPD RIJCOSX def2/J DEFGRID3
* xyz 1 1
C 1.3000 7.2167 2.1433
C 1.7488 5.7760 1.4301
O 0.8372 5.4058 0.3362
C 0.0061 4.2378 0.6687
C -1.2472 4.5754 1.7027
O -2.5148 4.8823 1.0019
C -3.4791 5.5565 1.9018
N -3.5205 4.8730 3.2850
O -4.8454 5.4303 1.3588
C -5.3805 6.7189 0.8937
O -6.6623 6.7218 0.4353
H 1.7880 7.3628 3.2079
H 1.7030 8.0939 1.4453
H 0.1288 7.2999 2.2260
H 1.9238 4.9399 2.2330
H 2.8126 6.0073 0.9411
H 0.6146 3.2981 1.0492
H -0.5164 3.8840 -0.3431
H -1.4134 3.5713 2.3266
H -1.0274 5.4566 2.4408
H -3.1551 6.6734 2.1227
H -4.4535 5.1185 3.7341
H -3.6087 3.8462 3.0842
H -4.8364 7.7543 0.9143
C -2.0236 -1.8011 2.4080
C -2.0893 -2.7685 1.2394
C -0.9452 -3.7802 1.2345
C 0.4124 -3.2456 0.7712
P 0.6950 -3.0351 -0.9698
C 0.1887 -4.5790 -1.7733
C 0.7097 -5.9302 -1.2872
C 2.1571 -6.3050 -1.6148
C 2.5620 -6.1164 -3.0675
C 2.4312 -2.8969 -1.3045
C 3.2956 -1.7644 -0.7767
C 3.1353 -0.4034 -1.4348
C 3.0867 -0.4146 -2.9544
C -0.3378 -1.8517 -1.7995
C -0.3231 -0.3378 -1.6284
C -0.2801 0.2191 -0.2106
C -1.6026 0.8261 0.2316
H -1.0819 -1.2466 2.4282
H -2.8427 -1.0775 2.3420
H -2.1210 -2.3309 3.3579
H -2.1227 -2.2161 0.3006
H -3.0394 -3.3160 1.3049
H -1.2372 -4.6239 0.6029
H -0.8339 -4.1851 2.2479
H 1.1570 -3.9835 1.0966
H 0.6749 -2.3380 1.3201
H 0.3621 -4.4737 -2.8490
H -0.9042 -4.6102 -1.6705
H 0.0686 -6.7027 -1.7320
H 0.5720 -6.0105 -0.2039
H 2.3021 -7.3622 -1.3547
H 2.8474 -5.7623 -0.9622
H 2.0122 -6.8035 -3.7173
H 3.6311 -6.3215 -3.1859
H 2.3900 -5.0972 -3.4213
H 2.6026 -3.0278 -2.3774
H 2.8694 -3.7802 -0.8361
H 4.3440 -2.0663 -0.9084
H 3.1423 -1.6608 0.3031
H 3.9670 0.2396 -1.1182
H 2.2472 0.0745 -1.0345
H 4.0441 -0.7369 -3.3741
H 2.8728 0.5927 -3.3268
H 2.3025 -1.0710 -3.3408
H -1.3755 -2.1845 -1.6622
H -0.1462 -2.0195 -2.8684
H -1.2022 0.0631 -2.1532
H 0.5175 0.0687 -2.1933
H 0.4658 1.0227 -0.1617
H 0.0451 -0.5349 0.5024
H -1.8284 1.7236 -0.3525
H -1.5466 1.1197 1.2849
H -2.4297 0.1226 0.1098
*
```